17
Properties=species:S:1:pos:R:3 method="wB97M-V/def2-TZVPD" e_homo_ev=-6.908 total_energy_ha=-342.92048 orbital_gap_ev=3.6 de_lowest_ev=7.646 lumo_energy_ev=-3.27 mol_weight_g_mol=102.137
O 0.25 -0.87 -1.11
C 1.32 -0.78 -0.47
C 1.90 0.45 -0.16
C 3.15 0.59 0.58
N -2.73 0.91 0.69
C -2.01 0.08 -0.17
N -2.78 -1.21 -0.25
H 1.79 -1.70 -0.11
H 1.38 1.30 -0.56
H 3.20 1.49 1.19
H 3.42 -0.25 1.23
H 4.02 0.68 -0.08
H -3.33 1.55 0.13
H -1.06 -0.19 0.29
H -1.83 0.43 -1.19
H -3.02 -1.47 0.71
H -3.66 -1.02 -0.71